91
Properties=species:S:1:pos:R:3 method="wB97M-V/def2-TZVPD" homo_energy_ev="-3.6 / -3.9" gap_ev="6.02 / 5.78" mol_weight_g_mol=829.097 total_charge=-1 max_force_ev_per_a=0.44 multiplicity=2
Sr -0.52 -1.27 1.64
Ge -0.78 -0.16 -1.65
S 0.17 -0.73 4.50
O 0.34 0.85 0.73
O -2.68 -2.39 1.50
N 0.73 -3.38 0.54
N -1.65 1.89 1.41
N -2.21 0.61 1.49
N 2.02 -1.78 2.38
N 2.65 -0.97 3.25
N 2.47 0.43 5.02
C -3.51 0.58 1.53
C 1.13 -1.89 -3.11
C -0.84 1.73 -2.11
C 4.22 -2.10 1.31
C 0.23 2.35 -2.75
C 0.23 3.72 -2.98
C 3.75 1.04 4.71
C 2.22 4.54 0.48
C 2.12 -0.28 -1.63
C 0.83 -5.19 -1.01
C -0.40 1.87 1.06
C -0.44 4.40 1.23
C 3.39 -0.67 -2.06
C -4.44 -2.53 -3.56
C -2.35 -2.52 -2.37
C 0.26 3.22 0.97
C -4.31 1.87 1.45
C -2.24 -1.13 -2.51
C -1.92 2.52 -1.70
C 0.18 5.63 1.12
C 2.39 -2.30 -3.52
C -0.85 4.49 -2.58
C -3.43 -3.21 -2.89
C 2.83 -4.10 -0.29
C 2.07 -3.26 0.53
C 3.65 2.11 3.63
C -4.28 -0.63 1.64
C -3.27 -0.46 -3.18
C 2.21 -5.07 -1.06
C 2.73 -2.31 1.44
C 1.52 5.71 0.74
C -3.87 -1.95 1.62
C 0.98 -0.87 -2.17
C -4.36 -1.15 -3.70
C 1.60 3.31 0.60
C 0.14 -4.32 -0.19
C 1.85 -0.47 4.19
C -1.93 3.89 -1.94
C -4.95 -3.01 1.75
C 3.52 -1.68 -3.00
H 1.82 0.95 5.58
H -5.29 -3.07 -3.96
H 3.91 -4.01 -0.31
H -5.38 1.67 1.50
H 4.77 -2.94 1.74
H -4.08 2.40 0.52
H -0.38 6.54 1.32
H 3.26 1.67 2.71
H -4.02 2.54 2.25
H 4.51 -2.00 0.26
H -1.48 4.32 1.52
H 0.30 -5.94 -1.58
H 4.27 -0.18 -1.65
H 1.09 1.77 -3.05
H -5.62 -2.99 0.89
H -2.76 4.49 -1.59
H 2.13 2.39 0.40
H 4.51 -1.98 -3.33
H 4.42 0.25 4.38
H 2.97 2.91 3.93
H -0.95 -4.36 -0.10
H -5.14 -0.61 -4.22
H -3.22 0.62 -3.31
H -0.85 5.56 -2.74
H -4.48 -3.99 1.80
H 4.62 2.55 3.42
H -3.49 -4.29 -2.77
H -2.74 2.07 -1.16
H 0.25 -2.36 -3.54
H 2.01 0.50 -0.88
H 4.49 -1.20 1.85
H 1.08 4.19 -3.47
H -1.58 -3.06 -1.83
H 4.16 1.45 5.63
H 2.80 -5.72 -1.69
H -5.35 -0.47 1.72
H 3.27 4.60 0.19
H 2.49 -3.09 -4.25
H 2.01 6.68 0.65
H -5.56 -2.86 2.64